[1]
75
Properties=species:S:1:pos:R:3 method="wB97M-V/def2-TZVPD" gap_ev=9.2
C -0.207 -2.834 -1.102
C 0.109 -3.914 -0.037
C 0.957 -3.377 1.098
O 0.162 -2.438 1.844
Si 0.693 -1.762 3.242
S 2.622 -2.413 3.908
O 0.760 -0.115 3.129
Si 0.016 0.722 1.902
N -1.703 0.618 2.049
O 0.467 0.294 0.361
B 1.769 0.465 -0.064
O 2.837 0.393 0.804
O 1.970 0.798 -1.395
H -0.065 -3.255 -2.096
H 0.456 -1.982 -0.960
H -1.245 -2.534 -0.997
H -0.829 -4.268 0.396
H 0.598 -4.772 -0.499
H 1.285 -4.211 1.721
H 1.827 -2.869 0.676
H -0.230 -2.179 4.309
H 3.364 -1.602 3.139
H 0.409 2.130 2.068
H -2.144 0.628 1.135
H -2.023 -0.193 2.563
H 3.279 -0.445 0.608
H 1.551 0.143 -1.957
C 4.332 -1.864 -1.558
O 3.234 -1.740 -1.032
N 4.515 -2.292 -2.812
C 5.835 -2.423 -3.397
C 3.346 -2.635 -3.607
H 5.269 -1.627 -1.032
H 5.922 -1.784 -4.278
H 6.016 -3.458 -3.693
H 6.592 -2.128 -2.674
H 2.692 -1.769 -3.708
H 2.781 -3.432 -3.122
H 3.664 -2.963 -4.593
C -3.730 -2.161 -3.436
O -3.239 -2.991 -2.691
N -3.624 -0.831 -3.275
C -4.239 0.111 -4.191
C -2.864 -0.324 -2.141
H -4.319 -2.443 -4.326
H -3.471 0.745 -4.641
H -4.946 0.741 -3.654
H -4.761 -0.424 -4.983
H -1.837 -0.687 -2.197
H -3.303 -0.684 -1.210
H -2.875 0.760 -2.146
C 3.364 0.332 6.669
O 3.902 -0.124 7.661
N 3.088 1.639 6.483
C 2.443 2.120 5.276
C 3.449 2.581 7.526
H 3.049 -0.293 5.818
H 3.086 2.838 4.762
H 1.497 2.610 5.520
H 2.240 1.288 4.604
H 4.525 2.551 7.706
H 2.946 2.324 8.458
H 3.160 3.584 7.221
C -4.847 3.398 -1.527
O -4.762 2.228 -1.857
N -5.306 4.380 -2.322
C -5.386 5.758 -1.880
C -5.733 4.037 -3.668
H -4.546 3.752 -0.527
H -6.419 6.110 -1.921
H -4.772 6.397 -2.517
H -5.029 5.838 -0.855
H -6.544 3.309 -3.632
H -4.906 3.596 -4.225
H -6.074 4.935 -4.178

[2]
84
Properties=species:S:1:pos:R:3 method="wB97M-V/def2-TZVPD" gap_ev=3.7
Zn 2.945 -1.727 3.095
Zn -0.411 1.500 1.024
C 2.553 -1.219 -0.693
O 3.450 -1.889 -0.162
O 2.557 0.033 -0.586
O 1.554 -1.503 0.024
C -0.008 0.699 4.988
O -1.025 0.943 4.367
O 0.322 -0.480 5.117
O 0.947 1.110 4.289
C 1.738 -6.791 4.928
O 2.556 -6.038 4.475
N 0.465 -6.761 4.911
N 2.141 -7.836 5.575
H -0.034 -6.056 4.387
H 0.017 -7.546 5.361
H 3.109 -8.026 5.790
H 1.489 -8.466 6.020
C 8.463 1.953 0.675
O 9.479 2.599 0.902
N 7.320 2.387 0.495
N 8.456 0.646 0.663
H 6.478 1.851 0.341
H 7.294 3.395 0.556
H 9.285 0.078 0.766
H 7.608 0.257 0.276
C 3.483 4.107 -5.856
O 2.270 4.341 -5.620
N 4.333 3.758 -4.965
N 3.914 4.121 -7.039
H 3.857 3.528 -4.104
H 5.319 3.571 -5.082
H 3.137 4.030 -7.678
H 4.887 3.952 -7.253
C 7.107 -7.630 -0.622
O 7.895 -8.486 -0.873
N 7.302 -6.411 -0.805
N 5.907 -7.821 -0.281
H 8.199 -6.239 -1.235
H 6.538 -5.789 -0.580
H 5.676 -8.800 -0.192
H 5.189 -7.145 -0.063
C -4.658 -3.715 4.852
O -5.530 -4.522 5.007
N -4.314 -2.882 5.759
N -4.038 -3.390 3.818
H -3.891 -2.037 5.401
H -4.814 -2.820 6.634
H -4.215 -3.758 2.895
H -3.271 -2.734 3.851
C -6.953 0.507 -1.062
C -6.028 -0.751 -1.122
C -6.635 -1.966 -1.900
O -5.803 -3.126 -1.730
C -6.379 -4.284 -2.296
N -4.678 -0.515 -1.543
H -7.801 0.297 -0.409
H -7.464 0.679 -2.009
H -6.428 1.459 -0.986
H -6.045 -1.038 -0.071
H -6.794 -1.789 -2.964
H -7.677 -2.146 -1.635
H -6.617 -4.222 -3.357
H -7.392 -4.506 -1.960
H -5.717 -5.091 -1.982
H -4.340 -1.434 -1.790
H -4.770 -0.199 -2.498
C 0.248 7.427 -0.592
C -1.198 7.127 -0.573
C -1.969 8.049 -1.536
O -3.342 7.721 -1.490
C -4.182 8.189 -2.491
N -1.375 5.830 -1.055
H 0.805 6.630 -0.099
H 0.418 8.265 0.083
H 0.609 7.563 -1.612
H -1.534 7.212 0.461
H -1.631 8.080 -2.572
H -1.804 9.081 -1.228
H -4.940 7.429 -2.678
H -3.691 8.456 -3.427
H -4.600 9.162 -2.231
H -0.953 5.740 -1.967
H -2.369 5.823 -1.234

[3]
71
Properties=species:S:1:pos:R:3 method="wB97M-V/def2-TZVPD" gap_ev=5.5 relative_energy_kcal_mol=248.4 total_charge=+1
C -0.086 1.631 7.181
P -1.865 0.955 6.812
C -3.035 2.511 6.888
C -4.493 1.905 7.438
O -4.541 1.682 8.775
F -5.601 1.603 6.492
H 0.157 2.384 6.296
H 0.677 0.744 7.265
H -0.170 2.225 8.203
H -2.307 -0.027 7.804
H -1.961 0.311 5.524
H -3.146 3.028 5.829
H -2.562 3.278 7.661
O 1.053 0.781 4.030
P 1.723 0.168 2.775
N 0.790 1.135 1.726
C 0.162 0.765 0.470
C 1.300 2.503 1.602
N 0.988 -1.359 3.074
C -0.440 -1.560 2.849
C 1.308 -1.896 4.406
N 2.493 -0.536 1.333
C 2.142 -1.811 0.707
C 3.950 -0.502 1.514
H 0.881 0.673 -0.351
H -0.577 1.519 0.170
H -0.407 -0.161 0.534
H 2.165 2.538 0.931
H 1.616 2.895 2.576
H 0.533 3.189 1.227
H -1.044 -0.737 3.250
H -0.797 -2.490 3.297
H -0.655 -1.675 1.786
H 0.695 -1.438 5.191
H 2.361 -1.717 4.654
H 1.152 -2.980 4.439
H 2.359 -2.669 1.349
H 2.710 -1.944 -0.221
H 1.094 -1.846 0.404
H 4.268 -1.233 2.265
H 4.265 0.491 1.854
H 4.480 -0.699 0.577
O -0.859 -0.391 -2.894
P -0.606 -0.861 -4.347
N 0.992 -0.271 -4.329
C 1.714 0.426 -5.380
C 1.926 -1.167 -3.643
N -1.719 0.299 -4.963
C -1.384 1.719 -4.985
C -3.063 0.168 -4.378
N -0.316 -1.402 -6.018
C -0.719 -0.694 -7.233
C -0.746 -2.801 -6.142
H 2.034 -0.242 -6.186
H 2.617 0.903 -4.977
H 1.147 1.245 -5.816
H 2.202 -2.010 -4.284
H 1.480 -1.574 -2.727
H 2.838 -0.643 -3.334
H -0.932 2.054 -4.044
H -2.260 2.342 -5.180
H -0.706 1.947 -5.808
H -3.124 0.625 -3.383
H -3.342 -0.888 -4.281
H -3.816 0.640 -5.019
H -1.806 -0.638 -7.347
H -0.323 -1.206 -8.117
H -0.302 0.314 -7.280
H -1.838 -2.878 -6.113
H -0.343 -3.394 -5.313
H -0.380 -3.258 -7.066

[4]
85
Properties=species:S:1:pos:R:3 method="wB97M-V/def2-TZVPD" gap_ev=7.9
Na 0.800 -0.293 0.893
Br 2.925 -1.714 2.017
O -4.033 1.933 -3.446
S -2.597 1.955 -3.464
O -1.913 2.924 -4.288
O -2.089 2.153 -1.942
C -2.334 1.144 -0.929
C -2.405 1.974 0.350
C -1.930 0.313 -3.788
H -1.484 0.470 -0.799
H -3.248 0.602 -1.168
H -2.975 1.453 1.127
H -3.009 2.869 0.167
H -1.519 2.357 0.852
H -2.215 -0.376 -2.997
H -0.856 0.425 -3.633
H -2.175 -0.083 -4.766
C 1.871 4.680 -0.970
O 2.247 3.673 -1.928
P 1.880 2.129 -1.676
O 1.311 1.789 -0.366
O 3.243 1.357 -2.041
C 4.242 1.215 -1.023
O 0.934 1.761 -2.917
C 1.479 1.891 -4.229
H 1.578 5.573 -1.514
H 2.731 4.844 -0.321
H 1.023 4.337 -0.376
H 4.211 1.907 -0.182
H 5.204 1.285 -1.530
H 4.149 0.211 -0.603
H 0.744 2.346 -4.890
H 1.788 0.927 -4.629
H 2.358 2.539 -4.256
C -0.068 -3.626 2.949
O -1.237 -3.774 2.130
P -2.105 -2.495 1.813
O -1.400 -1.395 1.132
O -2.737 -2.117 3.221
C -3.486 -0.917 3.432
O -3.342 -3.072 0.990
C -3.186 -3.365 -0.392
H -0.077 -4.370 3.744
H 0.088 -2.628 3.356
H 0.818 -3.837 2.348
H -3.751 -0.441 2.487
H -2.878 -0.234 4.023
H -4.381 -1.197 3.983
H -3.711 -2.636 -1.009
H -3.621 -4.343 -0.600
H -2.139 -3.419 -0.698
C 1.088 -4.158 -0.502
O 1.596 -3.576 -1.710
P 0.963 -2.248 -2.323
O 0.984 -1.056 -1.455
O -0.522 -2.726 -2.731
C -0.660 -3.789 -3.668
O 1.701 -2.058 -3.698
C 3.119 -2.013 -3.728
H 0.385 -3.484 -0.010
H 1.926 -4.338 0.168
H 0.629 -5.112 -0.766
H -1.228 -3.384 -4.513
H -1.092 -4.695 -3.258
H 0.262 -4.031 -4.208
H 3.472 -1.044 -3.345
H 3.496 -2.042 -4.748
H 3.639 -2.727 -3.088
C 2.123 0.422 5.132
O 0.710 0.679 5.168
P 0.027 1.597 4.092
O 0.144 1.109 2.704
O -1.463 1.791 4.611
C -2.306 2.742 3.947
O 0.643 3.062 4.261
C 1.736 3.511 3.471
H 2.629 0.917 5.959
H 2.612 0.770 4.221
H 2.224 -0.657 5.176
H -2.841 3.293 4.718
H -3.045 2.167 3.389
H -1.761 3.398 3.273
H 2.002 2.834 2.659
H 2.609 3.658 4.110
H 1.476 4.482 3.047

[5]
79
Properties=species:S:1:pos:R:3 method="wB97M-V/def2-TZVPD" gap_ev=9.3 relative_energy_kcal_mol=83.7
O -8.020 -3.497 19.446
H -7.495 -2.832 19.897
H -7.561 -3.974 18.751
H -8.831 -3.148 19.069
C -5.459 -5.721 15.528
F -4.476 -5.116 16.207
F -5.375 -5.440 14.325
F -5.232 -7.097 15.542
S -7.216 -5.278 16.180
O -7.005 -4.868 17.591
O -7.608 -4.191 15.350
O -8.002 -6.494 16.068
C -5.942 -1.568 16.885
O -6.588 -2.189 17.727
N -5.211 -0.513 17.210
N -6.043 -1.726 15.617
H -5.082 -0.109 18.127
H -4.594 -0.049 16.559
H -6.378 -2.561 15.157
H -5.856 -0.891 15.082
C -3.980 -2.360 20.939
O -4.480 -1.431 21.542
N -4.331 -2.725 19.734
N -3.362 -3.274 21.628
H -4.038 -3.507 19.165
H -4.807 -2.090 19.109
H -2.669 -3.828 21.146
H -3.550 -3.288 22.620
C -6.111 -5.068 21.777
C -7.255 -6.008 22.226
C -7.454 -6.156 23.756
O -7.458 -4.893 24.364
C -8.229 -4.910 25.586
N -8.470 -5.479 21.553
H -6.075 -5.096 20.688
H -5.145 -5.250 22.249
H -6.350 -4.055 22.100
H -6.944 -6.976 21.834
H -6.636 -6.788 24.101
H -8.365 -6.685 24.038
H -7.693 -5.474 26.350
H -9.260 -5.231 25.437
H -8.246 -3.893 25.978
H -9.029 -4.856 22.118
H -9.128 -6.245 21.531
C -12.264 -1.043 17.757
C -11.463 -2.168 18.429
C -11.015 -3.386 17.614
O -10.286 -4.337 18.382
C -11.041 -5.432 18.940
N -10.212 -1.624 18.998
H -12.993 -1.442 17.052
H -11.655 -0.383 17.140
H -12.705 -0.337 18.461
H -11.955 -2.699 19.244
H -10.320 -3.164 16.804
H -11.908 -3.883 17.237
H -10.321 -6.045 19.482
H -11.443 -5.888 18.035
H -11.824 -5.155 19.645
H -9.555 -1.203 18.356
H -10.562 -0.822 19.502
C -8.935 -1.650 22.659
C -8.215 -0.614 21.795
C -7.718 0.539 22.637
O -8.534 1.025 23.735
C -9.563 1.980 23.260
N -7.275 -1.496 20.976
H -8.384 -2.126 23.471
H -9.298 -2.491 22.069
H -9.832 -1.218 23.102
H -8.932 -0.271 21.049
H -7.350 1.255 21.903
H -6.735 0.223 22.986
H -10.448 1.461 22.889
H -9.173 2.629 22.476
H -9.957 2.632 24.039
H -6.901 -0.988 20.187
H -6.452 -1.526 21.559

[6]
85
Properties=species:S:1:pos:R:3 method="wB97M-V/def2-TZVPD" gap_ev=10.0 smiles="CCOS(C)(=O)=O.CCOS(C)(=O)=O.CCOS(C)(=O)=O.C[N+](=O)[O-].C[N+](=O)[O-].C[N+](=O)[O-].C[N+](=O)[O-].CO.CO"
C 3.364 -1.177 6.444
C 3.134 -1.814 5.095
O 1.954 -2.636 5.084
S 0.606 -2.023 4.472
C 1.006 -2.430 2.757
O -0.514 -2.802 4.893
O 0.636 -0.606 4.695
H 2.523 -0.537 6.710
H 4.272 -0.570 6.419
H 3.518 -1.898 7.248
H 3.047 -1.063 4.308
H 3.983 -2.446 4.832
H 0.252 -1.977 2.110
H 1.028 -3.504 2.620
H 1.912 -1.882 2.497
C -4.310 3.003 -2.956
C -3.273 2.306 -3.814
O -2.087 2.209 -2.981
S -0.688 1.883 -3.702
C -0.125 3.570 -3.983
O 0.181 1.322 -2.706
O -0.870 1.268 -4.990
H -5.296 2.928 -3.426
H -4.129 4.070 -2.849
H -4.442 2.533 -1.982
H -3.589 1.310 -4.108
H -3.088 2.935 -4.686
H 0.797 3.545 -4.550
H 0.054 3.971 -2.986
H -0.979 4.080 -4.421
C 6.328 3.666 0.831
C 5.643 2.457 0.196
O 4.555 2.035 1.049
S 3.965 0.565 0.876
C 2.929 0.846 -0.553
O 5.030 -0.335 0.537
O 3.198 0.285 2.053
H 7.324 3.421 1.198
H 5.743 4.136 1.616
H 6.479 4.405 0.042
H 5.203 2.804 -0.743
H 6.307 1.614 0.025
H 2.185 0.063 -0.674
H 3.628 0.880 -1.387
H 2.445 1.813 -0.450
C -1.995 -0.703 -1.147
N -0.693 -0.858 -0.447
O -0.017 -1.825 -0.732
O -0.416 -0.045 0.406
H -2.717 -1.436 -0.794
H -1.818 -0.920 -2.197
H -2.304 0.315 -0.939
C -3.390 -3.498 3.466
N -2.336 -3.658 2.425
O -1.532 -4.545 2.556
O -2.298 -2.819 1.541
H -4.024 -2.651 3.240
H -2.849 -3.516 4.405
H -4.032 -4.375 3.365
C 2.722 -2.461 -2.822
N 3.045 -2.181 -4.243
O 4.087 -2.621 -4.681
O 2.227 -1.573 -4.900
H 2.053 -3.314 -2.806
H 2.233 -1.577 -2.425
H 3.666 -2.632 -2.317
C -2.798 -0.782 -5.767
N -3.878 -1.575 -6.427
O -4.827 -0.974 -6.884
O -3.715 -2.777 -6.499
H -2.942 -0.867 -4.692
H -3.012 0.248 -6.025
H -1.845 -1.172 -6.093
C -4.519 0.195 1.595
O -4.645 1.585 1.713
H -3.460 -0.112 1.558
H -4.922 -0.377 2.439
H -4.926 -0.169 0.651
H -3.872 1.895 2.235
C -1.391 1.370 3.337
O -2.453 2.315 3.157
H -1.774 0.362 3.502
H -0.813 1.467 2.424
H -0.731 1.579 4.179
H -2.925 2.458 3.984

Copy entry 2 word for word.
84
Properties=species:S:1:pos:R:3 method="wB97M-V/def2-TZVPD" gap_ev=3.7
Zn 2.945 -1.727 3.095
Zn -0.411 1.500 1.024
C 2.553 -1.219 -0.693
O 3.450 -1.889 -0.162
O 2.557 0.033 -0.586
O 1.554 -1.503 0.024
C -0.008 0.699 4.988
O -1.025 0.943 4.367
O 0.322 -0.480 5.117
O 0.947 1.110 4.289
C 1.738 -6.791 4.928
O 2.556 -6.038 4.475
N 0.465 -6.761 4.911
N 2.141 -7.836 5.575
H -0.034 -6.056 4.387
H 0.017 -7.546 5.361
H 3.109 -8.026 5.790
H 1.489 -8.466 6.020
C 8.463 1.953 0.675
O 9.479 2.599 0.902
N 7.320 2.387 0.495
N 8.456 0.646 0.663
H 6.478 1.851 0.341
H 7.294 3.395 0.556
H 9.285 0.078 0.766
H 7.608 0.257 0.276
C 3.483 4.107 -5.856
O 2.270 4.341 -5.620
N 4.333 3.758 -4.965
N 3.914 4.121 -7.039
H 3.857 3.528 -4.104
H 5.319 3.571 -5.082
H 3.137 4.030 -7.678
H 4.887 3.952 -7.253
C 7.107 -7.630 -0.622
O 7.895 -8.486 -0.873
N 7.302 -6.411 -0.805
N 5.907 -7.821 -0.281
H 8.199 -6.239 -1.235
H 6.538 -5.789 -0.580
H 5.676 -8.800 -0.192
H 5.189 -7.145 -0.063
C -4.658 -3.715 4.852
O -5.530 -4.522 5.007
N -4.314 -2.882 5.759
N -4.038 -3.390 3.818
H -3.891 -2.037 5.401
H -4.814 -2.820 6.634
H -4.215 -3.758 2.895
H -3.271 -2.734 3.851
C -6.953 0.507 -1.062
C -6.028 -0.751 -1.122
C -6.635 -1.966 -1.900
O -5.803 -3.126 -1.730
C -6.379 -4.284 -2.296
N -4.678 -0.515 -1.543
H -7.801 0.297 -0.409
H -7.464 0.679 -2.009
H -6.428 1.459 -0.986
H -6.045 -1.038 -0.071
H -6.794 -1.789 -2.964
H -7.677 -2.146 -1.635
H -6.617 -4.222 -3.357
H -7.392 -4.506 -1.960
H -5.717 -5.091 -1.982
H -4.340 -1.434 -1.790
H -4.770 -0.199 -2.498
C 0.248 7.427 -0.592
C -1.198 7.127 -0.573
C -1.969 8.049 -1.536
O -3.342 7.721 -1.490
C -4.182 8.189 -2.491
N -1.375 5.830 -1.055
H 0.805 6.630 -0.099
H 0.418 8.265 0.083
H 0.609 7.563 -1.612
H -1.534 7.212 0.461
H -1.631 8.080 -2.572
H -1.804 9.081 -1.228
H -4.940 7.429 -2.678
H -3.691 8.456 -3.427
H -4.600 9.162 -2.231
H -0.953 5.740 -1.967
H -2.369 5.823 -1.234